Entry from the OMol25 dataset: a cluster of 10 separate species, C20H60O20 in total (ωB97M-V/def2-TZVPD).

Positions of all 100 atoms, in Å:
O1 16.088 -19.099 19.225
C1 15.209 -18.151 19.850
C2 16.083 -17.482 20.891
O2 16.593 -18.471 21.793
H1 15.717 -19.389 18.387
H2 14.830 -17.461 19.090
H3 14.323 -18.597 20.311
H4 15.623 -16.633 21.389
H5 16.973 -17.087 20.386
H6 16.882 -19.178 21.202
O3 17.449 -27.968 24.723
C3 17.796 -27.290 23.509
C4 19.243 -26.870 23.397
O4 20.043 -27.920 22.859
H7 18.136 -28.632 24.867
H8 17.464 -27.941 22.695
H9 17.232 -26.350 23.505
H10 19.613 -26.565 24.383
H11 19.303 -25.965 22.782
H12 20.521 -27.619 22.086
O5 16.275 -24.067 22.250
C5 15.885 -23.346 23.416
C6 16.162 -21.851 23.327
O6 17.391 -21.510 23.976
H13 17.164 -23.792 21.999
H14 14.795 -23.411 23.460
H15 16.238 -23.825 24.330
H16 15.356 -21.243 23.754
H17 16.226 -21.473 22.302
H18 17.171 -21.348 24.903
O7 13.730 -25.138 24.777
C7 13.100 -25.673 25.937
C8 14.029 -26.627 26.650
O8 15.200 -25.915 27.046
H19 13.518 -25.583 23.954
H20 12.891 -24.824 26.589
H21 12.155 -26.152 25.655
H22 14.294 -27.476 26.006
H23 13.507 -27.080 27.496
H24 15.453 -25.447 26.237
O9 14.193 -19.682 27.846
C9 14.278 -21.040 27.463
C10 15.722 -21.450 27.559
O10 16.449 -20.675 26.567
H25 13.309 -19.315 27.826
H26 13.612 -21.617 28.122
H27 13.928 -21.220 26.438
H28 15.870 -22.517 27.390
H29 16.168 -21.267 28.540
H30 16.437 -19.798 26.975
O11 17.097 -23.637 18.864
C11 17.989 -24.070 17.840
C12 18.091 -22.990 16.768
O12 18.961 -23.440 15.745
H31 17.611 -23.170 19.541
H32 18.966 -24.325 18.250
H33 17.485 -24.941 17.421
H34 18.484 -22.095 17.276
H35 17.110 -22.667 16.411
H36 19.042 -22.725 15.105
O13 13.483 -23.587 20.570
C13 13.983 -22.386 19.993
C14 12.966 -21.281 20.233
O14 13.026 -20.921 21.610
H37 14.267 -24.149 20.635
H38 14.942 -22.190 20.483
H39 14.239 -22.455 18.929
H40 12.013 -21.749 19.967
H41 13.134 -20.432 19.579
H42 12.829 -21.742 22.081
O15 22.287 -21.002 24.701
C15 20.882 -20.936 24.910
C16 20.458 -20.529 26.321
O16 20.377 -19.139 26.605
H43 22.624 -20.147 24.413
H44 20.276 -20.458 24.139
H45 20.621 -22.001 24.930
H46 21.114 -20.977 27.072
H47 19.450 -20.939 26.438
H48 21.180 -18.824 27.022
O17 12.259 -18.528 22.835
C17 13.428 -18.659 23.633
C18 13.522 -17.434 24.497
O18 13.587 -16.259 23.695
H49 12.078 -19.415 22.474
H50 13.554 -19.609 24.167
H51 14.339 -18.692 23.013
H52 14.418 -17.450 25.125
H53 12.712 -17.423 25.241
H54 12.908 -16.431 23.023
O19 19.113 -22.015 20.004
C19 19.865 -21.520 21.130
C20 21.140 -22.328 21.251
O20 22.053 -22.222 20.160
H55 19.605 -21.740 19.220
H56 19.937 -20.433 21.177
H57 19.233 -21.823 21.973
H58 20.878 -23.395 21.296
H59 21.733 -22.206 22.157
H60 21.650 -22.323 19.295

As for the total energy: -62657.21253 eV. The value obtained for the HOMO-LUMO gap is 9.908 eV. Its HOMO energy is -0.358 hartree.

Results of the Löwdin charge analysis, in e, for atoms 1 through 4:
1 O -0.079
2 C -0.221
3 C -0.226
4 O -0.073

Entry from the OMol25 dataset: a structure of composition C20H64BaF6NO16 (ωB97M-V/def2-TZVPD).

Positions of all 108 atoms, in Å:
N1 -1.637 2.298 1.041
H1 -1.320 2.531 1.971
H2 -2.606 2.013 1.060
H3 -1.052 1.532 0.738
H4 -1.546 3.120 0.462
Ba1 1.438 3.644 2.967
C1 -0.644 5.121 -0.639
O1 -1.703 4.212 -0.774
O2 -0.199 4.846 0.652
C2 0.368 5.041 -1.815
F1 0.817 3.885 -2.276
F2 -0.073 5.839 -2.829
F3 1.482 5.647 -1.490
C3 -2.524 4.346 -1.937
C4 -3.769 3.481 -1.677
H5 -4.193 3.842 -0.740
H6 -4.534 3.645 -2.436
H7 -3.456 2.443 -1.790
H8 -2.046 4.152 -2.897
H9 -2.872 5.372 -2.062
H10 -1.015 6.140 -0.742
C5 0.804 -0.029 1.230
O3 0.014 0.412 0.153
O4 0.820 1.096 2.089
C6 0.425 -1.462 1.797
F4 0.688 -2.410 0.874
F5 1.260 -1.817 2.852
F6 -0.815 -1.522 2.262
C7 0.352 0.009 -1.151
C8 -0.653 0.723 -2.056
H11 -0.376 0.643 -3.107
H12 -1.682 0.386 -1.934
H13 -0.566 1.795 -1.880
H14 0.265 -1.063 -1.325
H15 1.349 0.295 -1.489
H16 1.797 -0.090 0.785
C9 -2.034 -5.046 2.284
O5 -2.880 -4.857 3.410
H17 -1.548 -4.123 1.966
H18 -1.229 -5.738 2.528
H19 -2.554 -5.378 1.385
H20 -2.247 -4.784 4.129
C10 1.285 -1.251 5.874
O6 0.594 -0.179 6.438
H21 0.624 -2.087 5.649
H22 1.889 -0.929 5.025
H23 2.048 -1.608 6.566
H24 -0.108 -0.421 7.047
C11 -4.194 0.036 1.269
O7 -4.243 1.410 0.736
H25 -3.168 -0.319 1.365
H26 -4.593 0.198 2.270
H27 -4.669 -0.713 0.637
H28 -5.116 1.589 0.379
C12 -2.661 -2.263 -1.845
O8 -1.480 -2.088 -2.631
H29 -3.498 -2.167 -2.536
H30 -2.833 -3.308 -1.587
H31 -3.008 -1.504 -1.144
H32 -0.824 -2.733 -2.355
C13 4.216 -0.393 3.294
O9 5.095 0.285 2.431
H33 3.816 -1.238 2.734
H34 4.671 -0.702 4.235
H35 3.283 0.114 3.537
H36 5.560 -0.433 1.997
C14 3.314 -3.944 1.385
O10 3.183 -5.020 0.469
H37 3.370 -3.023 0.805
H38 2.425 -3.805 2.001
H39 4.148 -4.043 2.079
H40 3.197 -5.888 0.880
C15 1.472 1.997 -4.950
O11 2.829 1.420 -4.774
H41 0.999 2.238 -3.999
H42 1.472 2.916 -5.536
H43 0.852 1.207 -5.375
H44 3.296 1.310 -5.606
C16 3.511 2.573 -0.205
O12 2.753 3.663 0.378
H45 2.833 1.727 -0.316
H46 3.884 2.732 -1.217
H47 4.363 2.254 0.395
H48 2.371 4.094 -0.390
C17 -3.459 -0.897 -5.154
O13 -2.057 -0.821 -5.219
H49 -3.895 -1.803 -4.735
H50 -3.881 -0.009 -4.683
H51 -3.905 -0.870 -6.149
H52 -1.701 -1.154 -4.392
C18 -2.233 0.612 5.150
O14 -2.653 1.490 4.133
H53 -1.744 1.177 5.944
H54 -3.033 0.104 5.688
H55 -1.467 0.015 4.656
H56 -1.966 2.136 3.956
C19 4.392 -0.778 -2.399
O15 4.552 0.460 -2.972
H57 3.560 -0.835 -1.697
H58 4.256 -1.484 -3.219
H59 5.237 -1.029 -1.759
H60 3.791 0.745 -3.482
C20 0.364 -5.140 -1.474
O16 0.682 -3.798 -1.749
H61 1.082 -5.762 -2.009
H62 0.244 -5.307 -0.404
H63 -0.588 -5.506 -1.860
H64 1.360 -3.439 -1.172

The spin multiplicity is 2. As for the total energy: -73018.65815 eV. The value obtained for the HOMO-LUMO gap (alpha / beta) is 4.206 / 8.566 eV. Its HOMO energy (alpha / beta) is -0.145 / -0.308 hartree. The expectation value of S² is 0.7503.

Results of the Löwdin charge analysis, in e, for atoms 1 through 4:
1 N 0.313
2 H 0.044
3 H 0.070
4 H 0.062

Entry from the OMol25 dataset: a structure of composition C20H65N5O10 (ωB97M-V/def2-TZVPD).

Positions of all 100 atoms, in Å:
O1 1.806 -2.979 1.749
H1 1.162 -2.609 2.354
H2 2.246 -2.217 1.372
O2 0.713 -0.891 -0.063
H3 1.628 -1.093 -0.260
H4 0.739 -0.019 0.330
O3 1.102 0.635 1.379
H5 0.707 0.305 2.186
H6 1.185 1.578 1.520
O4 2.562 -0.925 2.049
H7 3.366 -0.560 1.679
H8 1.859 -0.521 1.540
O5 -1.332 -1.333 -0.506
H9 -1.288 -1.754 -1.364
H10 -0.424 -1.112 -0.300
C1 -2.582 -5.368 -2.991
C2 -1.735 -4.421 -2.128
C3 -1.294 -2.984 -2.750
O6 -0.403 -2.388 -1.872
C4 0.815 -3.058 -1.664
N1 -2.472 -4.071 -0.874
H11 -2.127 -5.606 -3.953
H12 -3.485 -4.800 -3.212
H13 -2.775 -6.309 -2.475
H14 -0.812 -4.964 -1.925
H15 -2.184 -2.418 -3.027
H16 -0.651 -3.057 -3.627
H17 0.704 -3.935 -1.027
H18 1.459 -2.323 -1.179
H19 1.234 -3.449 -2.591
H20 -3.445 -3.900 -1.084
H21 -2.193 -3.139 -0.603
C5 -0.616 -2.660 1.438
C6 -2.029 -2.433 1.850
C7 -2.278 -1.326 2.880
O7 -3.655 -1.222 3.142
C8 -3.954 -0.218 4.102
N2 -2.862 -2.171 0.628
H22 -0.450 -3.438 0.692
H23 0.046 -2.928 2.262
H24 -0.119 -1.779 1.032
H25 -2.337 -3.390 2.270
H26 -1.895 -0.363 2.540
H27 -1.743 -1.545 3.804
H28 -4.978 -0.376 4.441
H29 -4.058 0.759 3.629
H30 -3.192 -0.201 4.881
H31 -2.867 -3.015 0.073
H32 -2.536 -1.496 -0.049
C9 -1.140 4.802 -0.959
C10 -2.235 3.923 -1.602
C11 -2.496 2.551 -0.860
O8 -1.277 1.878 -0.693
C12 -1.213 0.484 -0.244
N3 -3.541 4.640 -1.647
H33 -1.394 5.324 -0.036
H34 -0.729 5.579 -1.603
H35 -0.360 4.067 -0.760
H36 -1.963 3.701 -2.634
H37 -3.257 2.148 -1.527
H38 -3.082 2.746 0.038
H39 -1.986 0.149 0.448
H40 -0.191 0.201 0.006
H41 -1.422 -0.143 -1.111
H42 -3.845 4.651 -0.684
H43 -3.523 5.629 -1.851
C13 1.965 4.279 -1.530
C14 1.766 3.056 -0.600
C15 0.755 3.220 0.540
O9 1.312 2.612 1.775
C16 0.555 2.732 2.978
N4 1.481 1.956 -1.474
H44 2.709 4.102 -2.307
H45 2.408 5.085 -0.945
H46 1.013 4.572 -1.973
H47 2.752 2.785 -0.223
H48 -0.232 2.833 0.285
H49 0.736 4.294 0.723
H50 0.959 3.680 3.334
H51 0.622 2.026 3.807
H52 -0.521 2.878 2.891
H53 0.546 2.151 -1.803
H54 1.199 1.262 -0.796
C17 2.743 -0.345 -2.365
C18 3.535 -0.591 -1.051
C19 3.433 0.638 -0.085
O10 4.062 0.355 1.180
C20 4.144 1.534 1.956
N5 3.052 -1.770 -0.467
H55 1.720 -0.109 -2.071
H56 2.791 -1.170 -3.075
H57 3.164 0.485 -2.932
H58 4.575 -0.822 -1.282
H59 2.382 0.919 -0.024
H60 3.936 1.507 -0.510
H61 4.959 2.059 1.458
H62 4.431 1.180 2.946
H63 3.224 2.115 1.888
H64 3.274 -2.454 -1.176
H65 3.643 -1.901 0.342

As for the total energy: -49689.93562 eV. The value obtained for the HOMO-LUMO gap is 6.243 eV. Its HOMO energy is -0.219 hartree.

Results of the Löwdin charge analysis, in e, for atoms 1 through 4:
1 O -0.114
2 H -0.012
3 H -0.058
4 O -0.114

Entry from the OMol25 dataset: a cluster of 13 separate species, C20H66N4O13 in total (ωB97M-V/def2-TZVPD).

Positions of all 103 atoms, in Å:
C1 -0.654 -4.810 3.277
C2 -1.473 -3.478 3.376
O1 -0.627 -2.345 3.125
H1 -1.276 -5.579 3.673
H2 0.241 -4.762 3.881
H3 -0.468 -5.084 2.233
H4 -1.700 -3.477 4.464
H5 -2.304 -3.461 2.684
H6 -1.110 -1.543 3.158
C3 -0.087 0.762 0.598
C4 0.580 -0.556 0.898
O2 1.699 -0.824 0.078
H7 0.492 1.617 0.934
H8 -0.982 0.743 1.126
H9 -0.369 0.847 -0.419
H10 -0.113 -1.405 0.740
H11 0.819 -0.525 1.980
H12 1.914 -1.761 0.341
C5 -4.591 -1.067 0.326
C6 -3.122 -0.679 0.282
O3 -2.649 -0.814 -1.045
H13 -4.717 -2.142 0.150
H14 -5.131 -0.549 -0.428
H15 -4.929 -0.883 1.332
H16 -2.616 -1.258 1.022
H17 -3.084 0.335 0.653
H18 -2.154 -1.653 -1.059
C7 1.779 4.258 0.497
C8 2.275 5.310 -0.479
O4 1.936 4.824 -1.766
H19 2.215 3.274 0.507
H20 0.711 4.071 0.336
H21 1.807 4.648 1.549
H22 3.328 5.467 -0.364
H23 1.896 6.284 -0.410
H24 2.403 3.951 -1.961
C9 -0.863 3.810 2.681
C10 -1.924 3.494 1.671
O5 -2.791 4.630 1.656
H25 -0.396 4.774 2.453
H26 -0.062 3.106 2.639
H27 -1.314 3.777 3.695
H28 -2.556 2.585 1.928
H29 -1.455 3.386 0.691
H30 -3.406 4.533 0.884
C11 3.964 1.852 -0.963
C12 2.716 1.602 -1.755
O6 2.638 2.422 -2.854
H31 4.280 2.892 -0.946
H32 4.762 1.142 -1.252
H33 3.822 1.479 0.085
H34 1.866 1.790 -1.179
H35 2.748 0.502 -1.983
H36 2.425 1.851 -3.602
C13 4.855 -1.595 -0.318
C14 4.193 -2.166 -1.550
O7 3.133 -2.989 -1.070
H37 5.409 -2.387 0.164
H38 4.122 -1.198 0.401
H39 5.506 -0.787 -0.682
H40 4.931 -2.771 -2.086
H41 3.875 -1.309 -2.192
H42 3.398 -3.873 -1.051
C15 -2.096 1.260 -3.809
O8 -2.593 2.486 -4.281
N1 -1.552 1.035 -2.673
N2 -2.182 0.216 -4.542
H43 -1.340 1.940 -2.267
H44 -1.741 0.232 -2.158
H45 -2.905 0.171 -5.243
H46 -1.950 -0.752 -4.235
C16 0.395 -1.762 -3.435
O9 -0.431 -1.926 -4.510
N3 1.191 -2.713 -3.032
N4 0.471 -0.645 -2.729
H47 0.952 -3.729 -3.279
H48 1.887 -2.673 -2.260
H49 -0.320 0.052 -2.865
H50 0.960 -0.545 -1.852
C17 -3.058 -0.644 4.239
O10 -2.301 0.094 3.296
H51 -3.810 -1.206 3.683
H52 -3.644 0.008 4.899
H53 -2.373 -1.384 4.790
H54 -2.962 0.734 2.916
C18 -2.028 -3.991 -0.408
O11 -1.106 -3.002 -0.866
H55 -2.686 -4.374 -1.145
H56 -2.715 -3.567 0.307
H57 -1.481 -4.770 0.143
H58 -0.666 -3.317 -1.658
C19 2.544 -3.667 2.447
O12 1.445 -3.598 1.599
H59 2.250 -3.230 3.440
H60 3.283 -2.988 1.944
H61 2.986 -4.691 2.428
H62 0.650 -3.398 2.142
C20 -1.486 4.505 -1.942
O13 -0.563 3.375 -1.930
H63 -1.289 5.121 -1.035
H64 -2.561 4.203 -2.082
H65 -1.368 5.240 -2.771
H66 0.362 3.645 -2.053

As for the total energy: -54383.51881 eV. The value obtained for the HOMO-LUMO gap is 8.105 eV. Its HOMO energy is -0.292 hartree.

Results of the Löwdin charge analysis, in e, for atoms 1 through 4:
1 C -0.065
2 C -0.255
3 O -0.102
4 H 0.068

no.,F_max (hartree/bohr)
1,0.0345
2,0.0761
3,0.1389
4,0.1821